Molecular formula: C3H12O3
Method: DFT, the ωB97M-V functional and the def2-TZVPD basis

The geometry in XYZ format:
```
18
Properties=species:S:1:pos:R:3:forces:R:3:mulliken_charge:R:1
C 0.272459 -1.756130 0.390224 0.2405 -1.0615 -0.6954 -1.40
C -0.721495 -0.713548 0.769317 0.2544 0.3673 1.7475 0.38
C -0.909556 -0.513973 2.075756 -1.1797 1.1148 0.7826 -0.81
H 1.193806 -1.685468 0.974084 -0.1431 0.0942 0.1092 0.38
H -0.164928 -2.737116 0.621604 0.2010 0.0926 -0.0972 0.39
H 0.574111 -1.818157 -0.660629 -0.3497 0.2637 0.1122 0.28
H -1.279076 -0.085913 0.088024 0.1784 -0.2840 -0.4084 0.31
H -1.613281 0.230912 2.502433 0.2498 -0.3198 -0.8376 0.25
H -0.468605 -1.028031 2.928684 0.4959 -0.3913 -0.6490 0.25
H -1.478792 2.441418 -0.536405 -0.0495 -0.0593 -0.1379 0.32
H -1.070844 2.678645 0.911796 0.1151 0.1719 -0.4084 0.32
O -0.936334 3.015242 0.009779 0.0410 -0.1856 0.5222 -0.64
H 1.067849 -0.610372 -2.484459 -0.0311 0.4991 -0.3014 0.32
H 0.168478 0.323994 -3.352156 0.3162 0.1936 -0.4873 0.27
O 0.201391 -0.194027 -2.556257 -0.5928 -0.6765 0.5023 -0.56
H 1.644749 0.053600 -0.349086 -0.2670 0.1678 0.2058 0.24
H 1.478038 1.576534 -0.572983 -0.3043 -0.0734 0.0742 0.37
O 2.042030 0.822389 -0.759730 0.8247 0.0861 -0.0335 -0.65
```
Positions in Å, forces in eV/Å.

Frontier orbital gap, eV: 10.5
Relative energy (zero: lowest compared OMol25 entry of this formula, charge and spin), kJ/mol: 99.03
Structure (SMILES): C=CC.O.O.O
Total energy, hartree: -347.1709